{"formula": "C4H6N3O2", "method": "ωB97M-V/def2-TZVPD", "symbols": ["N", "C", "O", "C", "N", "C", "N", "C", "O", "H", "H", "H", "H", "H", "H"], "xyz": [[-2.124, -0.148, -1.197], [-1.089, -0.910, -0.801], [-0.619, -1.881, -1.309], [-0.451, -0.176, 0.499], [-0.441, 1.295, 0.278], [0.755, 1.717, 0.371], [1.632, 0.688, 0.537], [0.941, -0.515, 0.702], [1.544, -1.610, 0.936], [-2.764, 0.366, -0.592], [-2.397, -0.341, -2.100], [-1.198, -0.361, 1.122], [0.996, 2.710, 0.170], [2.700, 0.900, 0.731], [2.514, -1.734, 0.653]], "atomic_forces_ev_per_a": [[0.20, -0.15, 1.44], [0.16, 1.02, 0.31], [0.21, 0.16, 0.09], [2.35, 1.98, -3.58], [-0.54, -0.37, 0.53], [-2.52, -1.51, -0.80], [3.37, -1.85, 1.36], [2.84, 3.00, -0.07], [0.90, -1.39, -0.57], [0.80, -0.06, -0.28], [-1.25, -0.54, -2.14], [-2.66, -1.27, 3.67], [0.83, 1.46, 0.01], [-2.84, -1.13, -0.58], [-1.85, 0.65, 0.62]], "orbital_gap_ev": 9.48, "energy_ha": -470.47787, "smiles": "NC(=O)[C@@H]1N=C[NH+]=C1O", "de_lowest_kcal_mol": 54.4, "total_charge": 1, "lumo_ha": -0.1839}